No. 1
Computed, not measured: C22H51BN4O2Si2Ti as an isolated structure at a distorted geometry, with the ωB97M-V functional and the def2-TZVPD basis.

Computed properties:
LUMO level (spin up / spin down) = -0.270 / -0.272 eV
net charge = 0
spin multiplicity = 3
frontier orbital gap (spin up / spin down) = 0.114 / 0.223 hartree
HOMO energy (spin up / spin down) = -0.1235 / -0.2335 Ha

XYZ file:
```
83
Properties=species:S:1:pos:R:3:forces:R:3:mulliken_charge:R:1
O -2.8015 0.8228 -3.3051 0.125 1.541 0.067 -0.67
O -3.5526 -1.0795 -4.3505 -1.515 -1.634 -1.142 0.59
C -3.6631 1.2217 -2.2164 -0.331 -0.298 0.668 0.56
C -3.6731 2.7078 -1.8982 -0.114 0.482 0.201 -1.55
H -3.3408 0.6766 -1.3130 -0.155 0.009 -0.334 -0.22
H -4.6802 0.8748 -2.4732 0.502 0.054 -0.042 0.29
H -2.8064 2.9763 -1.2894 -0.018 0.049 -0.172 0.36
H -4.5492 2.9765 -1.2800 0.265 -0.375 -0.335 0.37
H -3.6907 3.3608 -2.7811 -0.048 -0.268 0.082 0.37
C -1.5191 1.4977 -3.4303 0.228 -0.983 0.465 0.22
C -1.2902 1.6885 -4.8974 -0.005 0.155 -0.492 -1.43
H -0.7639 0.8284 -2.9464 -0.434 0.643 -0.297 -0.16
H -1.5350 2.4558 -2.9118 -0.001 -0.213 0.026 0.57
H -1.2990 0.7330 -5.4422 -0.036 0.607 0.205 0.18
H -0.3146 2.1401 -5.0425 0.170 0.101 -0.147 0.43
H -2.0537 2.3650 -5.3150 0.262 -0.246 0.074 0.34
C -2.5388 -2.1218 -4.4605 0.569 -0.446 0.509 0.76
C -4.8969 -1.4090 -4.9028 0.289 0.771 0.663 -0.30
C -1.3323 -1.6626 -5.2223 0.673 0.107 -0.544 -1.71
H -3.0029 -2.9820 -4.9493 -0.134 0.308 0.029 0.49
H -2.2916 -2.4205 -3.4326 -0.050 0.164 -0.222 -0.57
H -1.6021 -1.0807 -6.1334 0.144 -0.550 0.559 0.36
H -0.7756 -2.5566 -5.5436 -0.172 0.274 0.067 0.48
H -0.6336 -1.0811 -4.6023 -0.331 -0.139 -0.188 0.32
C -5.0343 -0.7872 -6.2659 -0.075 -0.291 -0.478 -1.22
H -5.5882 -1.0116 -4.1484 0.100 -0.098 -0.315 0.35
H -4.9697 -2.4997 -4.9108 0.031 0.294 0.071 0.39
H -4.6126 0.2177 -6.3340 0.024 -0.064 0.228 0.27
H -6.0852 -0.6993 -6.5385 -0.042 -0.130 -0.008 0.44
H -4.5398 -1.4248 -7.0070 -0.068 0.240 0.006 0.31
H -3.2697 -0.0731 -4.2821 0.350 -0.143 1.155 0.33
Ti -0.4366 -1.5212 0.4670 1.034 0.264 2.210 -0.43
C -2.0774 -2.2527 -0.2104 -2.994 -0.420 -2.759 0.67
Si -3.6686 -3.1796 -0.1518 0.943 0.734 -0.206 0.04
H -1.5300 -2.4922 -1.1674 -0.603 0.316 0.251 -0.81
H -2.2954 -1.1276 -0.2513 -0.180 -0.827 -0.177 0.38
C -5.0970 -1.9522 -0.3579 -0.312 -0.097 0.119 -0.73
C -3.7454 -4.0935 1.4697 -0.500 -0.390 0.025 -0.95
C -3.6907 -4.2905 -1.6892 -0.244 -0.505 0.080 -0.79
C -1.1127 -1.9306 2.4052 -0.302 0.316 1.328 -0.01
Si -0.5684 -0.9506 3.8973 -0.729 -1.144 -1.321 0.43
H -1.0919 -3.0342 2.5285 0.093 0.420 0.138 0.41
H -2.1781 -1.6862 2.1750 0.370 0.041 0.316 -0.38
C -1.4463 -1.6947 5.3923 0.195 -0.028 0.304 -1.16
C -1.0995 0.8457 3.7056 -0.048 0.299 0.307 -1.09
C 1.2920 -1.1004 4.0068 0.311 0.067 0.545 -1.08
H -4.3267 -5.1788 -1.5681 0.077 0.144 -0.101 0.44
H -2.6805 -4.6439 -1.9323 -0.122 0.036 0.121 0.30
H -4.0624 -3.7350 -2.5597 -0.020 -0.013 0.129 -0.08
H -5.0608 -1.1683 0.4084 0.022 -0.130 -0.034 0.31
H -6.0776 -2.4377 -0.2897 0.016 0.083 0.000 0.43
H -5.0403 -1.4486 -1.3339 0.080 -0.152 0.104 -0.09
H -3.5165 -3.4185 2.3013 -0.012 -0.067 -0.196 0.25
H -3.0042 -4.9031 1.4904 -0.092 0.175 -0.026 0.29
H -4.7340 -4.5323 1.6413 0.051 -0.071 0.089 0.35
H -1.9667 0.9483 3.0403 0.125 -0.109 0.098 0.21
H -0.2943 1.4672 3.3006 -0.078 -0.049 -0.013 0.27
H -1.3846 1.2579 4.6857 0.068 0.020 -0.211 0.43
H 1.7966 -0.2545 3.5198 -0.103 -0.183 0.146 0.24
H 1.6240 -2.0140 3.4954 -0.108 0.187 0.218 0.25
H 1.6026 -1.1447 5.0609 0.180 0.044 -0.221 0.41
H -1.0063 -1.3457 6.3293 -0.132 -0.062 0.201 0.32
H -1.3800 -2.7951 5.3563 0.039 0.377 0.026 0.29
H -2.5118 -1.4282 5.3832 0.189 -0.014 -0.021 0.27
B 2.4091 -0.7393 0.3747 -0.311 -0.088 0.252 0.73
N 1.4554 0.5058 0.3297 -1.012 0.608 -0.666 -0.36
C 1.7788 1.8049 0.4490 -0.358 0.404 0.252 -0.39
C 0.6141 2.5672 0.4038 0.037 0.294 -0.037 -1.30
C -0.4481 1.6725 0.2116 1.855 -0.916 -0.199 -0.69
N 0.0744 0.4032 0.1449 0.694 1.161 0.488 0.83
N 1.9901 -1.6654 -0.8129 -0.478 -1.497 -0.699 -0.46
C 2.6760 -1.9253 -1.9334 -0.141 -0.263 -0.241 -0.15
C 1.9803 -2.8782 -2.6878 -0.084 0.402 0.084 -1.19
C 0.8062 -3.1579 -1.9722 1.278 1.366 1.504 -0.23
N 0.8301 -2.4412 -0.7973 2.039 -0.042 -2.149 0.14
H 2.3082 -1.3349 1.4409 -0.278 0.052 -0.492 -0.19
H 3.5523 -0.3861 0.2264 -0.097 0.122 -0.183 -0.18
H 2.8143 2.1093 0.5522 -0.258 -0.080 0.090 0.45
H 0.5301 3.6383 0.5325 0.114 -0.133 -0.099 0.44
H -1.5043 1.8552 0.1394 -0.103 -0.146 0.083 0.70
H 3.6164 -1.4075 -2.1264 -0.353 -0.322 0.078 0.46
H 2.2722 -3.2924 -3.6364 0.080 -0.021 -0.045 0.41
H -0.0147 -3.8093 -2.2166 -0.038 -0.083 0.151 0.62
```
Forces are in eV/Å.

---

No. 2
Computed, not measured: C10H14B2F4HgN6 as an isolated structure at a distorted geometry, with the ωB97M-V functional and the def2-TZVPD basis.

Computed properties:
LUMO level = -0.975 eV
net charge = 0
ΔE to the lowest compared entry with this formula, charge and spin = 96.3 kJ/mol
frontier orbital gap = 0.323 hartree
HOMO energy = -0.3592 Ha

XYZ file:
```
37
Properties=species:S:1:pos:R:3:forces:R:3:mulliken_charge:R:1
H 1.0235 3.0836 1.3191 -0.017 0.034 -0.118 0.50
N 0.5016 1.6772 -0.1548 0.064 1.087 0.041 -0.43
B 0.1237 0.3614 -2.3670 -0.254 -0.638 0.750 0.12
N 0.4538 1.6485 -1.5274 -0.031 0.631 0.853 0.09
C 0.8285 2.8701 -1.9653 -0.088 -0.436 0.730 -0.02
Hg -0.1294 0.2435 1.2165 1.082 -0.450 -1.740 1.31
H 0.8373 3.0656 -3.0253 0.116 0.049 0.061 0.46
C 1.1323 3.6722 -0.8708 -0.008 0.051 0.138 -1.07
H 1.4680 4.6934 -0.8816 0.006 0.019 -0.070 0.38
C 0.9097 2.8774 0.2639 -0.008 0.125 -1.587 0.00
H 0.3123 0.5391 -3.5499 -0.055 0.005 0.406 -0.10
C -0.7540 -1.7188 2.2181 -0.533 -1.150 0.638 -1.27
H -0.5860 -1.7825 3.2902 -0.945 0.044 0.319 0.39
H 0.0235 -2.4844 1.8877 -0.064 2.275 -0.708 0.39
H -1.6568 -2.1389 1.7560 -0.074 -0.006 0.812 0.41
N -1.3804 -0.0441 -2.0736 -0.223 -0.097 0.382 0.05
N 1.1000 -0.7385 -1.7775 0.409 -0.283 0.855 -0.06
N -1.7397 -0.2578 -0.7831 -0.284 -0.112 0.321 -0.14
N 1.2291 -0.9021 -0.4187 0.106 -0.709 -0.309 -0.03
C -2.4638 -0.2248 -2.8794 0.022 -0.129 1.389 -0.16
C 1.9620 -1.5841 -2.3905 -0.144 -0.019 0.577 -0.13
H -2.3643 -0.0903 -3.9352 -0.108 -0.009 -0.308 0.46
H 2.0019 -1.5936 -3.4703 0.138 -0.097 0.119 0.45
C -3.5504 -0.5694 -2.0673 1.291 0.271 0.329 -1.08
C 2.6416 -2.3243 -1.4194 -0.293 0.213 -0.095 -1.05
C -3.0402 -0.5785 -0.7442 1.112 0.449 -1.922 -0.23
C 2.1332 -1.8609 -0.1883 -0.430 0.469 -1.136 -0.32
H -4.5445 -0.7749 -2.3578 -0.697 -0.147 -0.348 0.41
H 3.3891 -3.0909 -1.5645 -0.123 0.149 -0.089 0.39
H -3.5143 -0.7946 0.1890 -0.252 -0.038 0.256 0.48
H 2.3460 -2.1670 0.8339 0.096 0.117 -0.344 0.50
H -1.2289 -0.5368 2.2211 0.454 -1.521 0.726 0.25
F 1.0489 0.7667 3.8070 -0.516 -0.304 -0.360 -0.39
B 0.4861 0.2952 5.0662 0.642 0.226 0.733 0.57
F 0.8024 1.2313 6.0577 -0.488 -0.234 -0.525 -0.35
F -0.9307 0.1584 4.8854 0.930 -0.175 -0.156 -0.42
F 1.1288 -0.9264 5.4001 -0.833 0.341 -0.622 -0.39
```
Forces are in eV/Å.